This record from the Open Molecules 2025 dataset describes the molecule C5H8O2. The level of theory is ωB97M-V with the def2-TZVPD basis set.

ORCA input file:
```
! wB97M-V def2-TZVPD RIJCOSX def2/J DEFGRID3
* xyz 0 1
O -1.077 -1.920 1.238
C -0.839 -0.935 0.597
C -1.607 -0.156 -0.468
C -0.861 1.098 0.060
C 0.213 0.177 0.698
C 1.368 -0.019 -0.271
O 2.215 -1.019 0.240
H -1.220 -0.435 -1.453
H -2.698 -0.203 -0.478
H -1.430 1.641 0.818
H -0.500 1.805 -0.693
H 0.595 0.392 1.701
H 0.971 -0.289 -1.267
H 1.885 0.947 -0.389
H 2.986 -1.083 -0.335
*
```

Summary:
SMILES string: O=C1CC[C@@H]1CO
Total energy in Ha: -345.756563
ΔE to the lowest compared entry with this formula, charge and spin in kcal/mol: 30.37
E_LUMO in eV: 0.80


This record from the Open Molecules 2025 dataset describes a 2-piece molecular cluster, C5H8O2 overall. The level of theory is ωB97M-V with the def2-TZVPD basis set.

ORCA input file:
```
! wB97M-V def2-TZVPD RIJCOSX def2/J DEFGRID3
* xyz 0 1
C 2.383 1.309 1.399
C 1.416 0.913 0.800
C 0.237 0.444 0.076
C 0.452 -0.123 -1.342
C -0.084 -1.432 -0.753
O -0.239 -0.839 0.555
H 3.239 1.657 1.934
H -0.573 1.178 0.139
H -0.175 0.337 -2.109
H 1.493 -0.145 -1.669
H -1.046 -1.773 -1.152
H 0.621 -2.269 -0.725
O -2.788 0.293 0.618
H -2.049 -0.320 0.780
H -2.887 0.769 1.450
*
```

Summary:
SMILES string: C#C[C@H]1CCO1.O
Total energy in Ha: -345.687961
ΔE to the lowest compared entry with this formula, charge and spin in kcal/mol: 73.42
E_LUMO in eV: 0.95


This record from the Open Molecules 2025 dataset describes the molecule C5H8O2 in a non-equilibrium geometry. The level of theory is ωB97M-V with the def2-TZVPD basis set.

ORCA input file:
```
! wB97M-V def2-TZVPD RIJCOSX def2/J DEFGRID3
* xyz 0 1
O 2.505 0.516 0.111
C 1.114 0.674 -0.046
C 0.440 -0.617 0.307
O 0.903 -1.647 -0.571
C -1.335 -0.541 -0.165
C -2.322 0.430 0.266
C -1.854 0.663 -0.889
H 2.796 0.544 0.989
H 0.824 1.051 -1.004
H 0.797 1.319 0.779
H 0.472 -0.902 1.329
H 1.837 -1.713 -0.198
H -1.318 -1.611 -0.333
H -2.919 0.581 1.196
H -1.940 1.253 -1.770
*
```

Summary:
SMILES string: OC[C@H](O)C1C=C1
Total energy in Ha: -345.625873
ΔE to the lowest compared entry with this formula, charge and spin in kcal/mol: 112.38
E_LUMO in eV: 0.84